ORCA calculation (ωB97M-V with the def2-TZVPD basis set) on 2 unconnected molecules or ions with the total composition C5H11P in a non-equilibrium geometry.

Last column: natural (NBO) charge in e.
Positions of all 17 atoms, in Å:
1 C 0.53820 0.95612 -0.55932  -0.60
2 C 1.77828 0.43375 -0.54915  -0.12
3 C 2.38393 -0.49130 0.41608  -0.68
4 C -1.54989 -2.29941 0.11287  -0.55
5 C -1.94741 1.82518 0.02807  -0.94
6 P -0.64329 0.67685 0.71446  0.61
7 H 0.35608 1.81638 -1.19548  0.21
8 H 2.35170 0.61736 -1.36824  0.19
9 H 1.85867 -1.22995 0.89035  0.23
10 H 2.73934 0.04159 1.37536  0.23
11 H 3.20887 -1.07546 0.00720  0.22
12 H -2.57661 -2.42370 0.02280  0.17
13 H -0.73016 -2.11565 -0.64051  0.19
14 H -1.23746 -2.92488 0.95271  0.16
15 H -1.46154 2.75834 -0.18670  0.22
16 H -2.39480 1.41501 -0.82114  0.23
17 H -2.67391 2.01977 0.80063  0.23

Output
2S+1: 1
E_HOMO (alpha / beta): -8.3 / -7.3 eV
molar mass: 102.12 g/mol
ΔE to the lowest compared entry with this formula, charge and spin: 84.04 kcal per mole